Entry 1:
This record from OMol25 describes 2 unconnected molecules or ions with the total composition C9H6N3S. The level of theory is the ωB97M-V functional and the def2-TZVPD basis.

The geometry in ORCA input format:
```
! RIJCOSX wB97M-V def2-TZVPD def2/J DEFGRID3
* xyz 1 1
C 1.1302 3.4649 0.6657
H -0.4502 -3.8222 -0.8561
H 2.1599 1.1964 1.0595
N 1.5575 -1.3760 0.2884
N -3.9750 -0.8116 1.3221
C 0.6633 2.2726 0.2095
C -0.9759 -1.7087 -0.7832
H 0.5736 4.3467 0.2979
C 1.0920 -2.5217 0.0370
C -0.1354 -2.7707 -0.6670
N -3.3872 -0.1669 0.6326
C 0.9022 -0.2563 -0.0177
H 1.5627 -3.3427 0.3720
H 2.1329 3.4327 0.8327
C -0.4741 -0.4032 -0.6222
C 1.4028 1.0097 0.3269
C -1.0059 0.7518 -1.0574
H -1.9146 -1.6422 -1.2018
S -0.8589 2.3474 -0.8388
*
```

Its HOMO energy (spin up / spin down) is -13.507 / -12.548 eV. The HOMO-LUMO gap (spin up / spin down) is 7.004 / 6.589 eV. As for the total energy: -24724.595 eV.

Computed Löwdin charges, given in elementary charges: number 1, C, carries 0.084; number 2, H, carries 0.143; number 3, H, carries 0.130; number 4, N, carries 0.144; number 5, N, carries 0.079; number 6, C, carries -0.450; number 7, C, carries -0.014; number 8, H, carries 0.097; number 9, C, carries -0.069; number 10, C, carries 0.037; number 11, N, carries 0.044; number 12, C, carries -0.174; number 13, H, carries 0.094; number 14, H, carries 0.058; number 15, C, carries -0.226; number 16, C, carries 0.062; number 17, C, carries -0.280; number 18, H, carries 0.094; number 19, S, carries 1.147

Entry 2:
This record from OMol25 describes a single C9H7BrF2O molecule. The level of theory is the ωB97M-V functional and the def2-TZVPD basis.

The geometry in ORCA input format:
```
! RIJCOSX wB97M-V def2-TZVPD def2/J DEFGRID3
* xyz 0 1
C -0.2524 -0.2102 0.5646
H 3.6973 -0.5941 -1.3289
C 0.2660 0.7509 -1.6806
O 0.9016 -0.9487 0.3635
C -0.9859 -0.4727 1.7447
F 0.2246 -0.1910 -2.7340
C -2.2824 0.0623 1.7701
Br 2.5650 1.2415 0.9167
C 3.0374 -1.2457 -0.6627
C -0.7126 0.5332 -0.5863
C -1.9788 1.0683 -0.4356
H -2.6024 1.5830 -1.2176
H -0.6889 -0.9537 2.7390
H 2.6162 -1.9544 -1.2402
H 0.6432 1.7500 -2.0860
C -2.8014 0.6965 0.6614
F -4.0854 1.0352 0.7103
C 1.9653 -0.3254 -0.1354
H -3.0393 -0.2100 2.4544
H 3.5129 -1.6149 0.1824
*
```

The value obtained for the energy relative to the best compared isomer or geometry (same formula, charge and spin) is 68.2 kcal per mole. Its HOMO energy (spin up / spin down) is -7.791 / -7.793 eV. The HOMO-LUMO gap (spin up / spin down) is 7.700 / 7.701 eV. As for the total energy: -86967.125 eV.

Computed natural (NBO) charges, given in elementary charges: number 1, C, carries 0.305; number 2, H, carries 0.240; number 3, C, carries 0.186; number 4, O, carries -0.518; number 5, C, carries -0.237; number 6, F, carries -0.371; number 7, C, carries -0.259; number 8, Br, carries -0.023; number 9, C, carries -0.685; number 10, C, carries -0.177; number 11, C, carries -0.227; number 12, H, carries 0.238; number 13, H, carries 0.254; number 14, H, carries 0.234; number 15, H, carries 0.203; number 16, C, carries 0.384; number 17, F, carries -0.314; number 18, C, carries 0.312; number 19, H, carries 0.228; number 20, H, carries 0.228

Entry 3:
This record from OMol25 describes a single C9H7BrFNS molecule. The level of theory is the ωB97M-V functional and the def2-TZVPD basis.

The geometry in ORCA input format:
```
! RIJCOSX wB97M-V def2-TZVPD def2/J DEFGRID3
* xyz 0 1
C -1.1321 -0.7732 -0.4762
H 2.1247 -0.4611 0.5716
F -2.4127 -0.2452 -0.5868
C -1.4878 1.6417 1.3110
C 0.8113 2.1364 1.3395
S -0.3720 2.3803 -1.0393
C -0.2880 1.4054 0.5351
H -0.2597 1.4315 -1.9561
H 2.0954 -2.6058 -0.2911
C 0.2423 -2.5978 -1.1138
Br 0.5042 -4.2040 -2.0350
H 1.7673 2.0276 0.7834
C 1.2950 -1.9366 -0.5372
C -0.0842 -0.0363 0.1016
C 1.1834 -0.6870 0.0387
C -1.0036 -1.9893 -1.0891
H 0.5124 3.1903 1.6121
H 0.9172 1.7284 2.4134
N -2.4463 1.9525 1.8538
H -1.9669 -2.3577 -1.4356
*
```

Its HOMO energy is -9.531 eV. The structure (SMILES) is C[C@](S)(C#N)c1ccc(Br)cc1F. The HOMO-LUMO gap is 9.637 eV. As for the total energy: -94530.365 eV.

Computed natural (NBO) charges, given in elementary charges: number 1, C, carries 0.415; number 2, H, carries 0.240; number 3, F, carries -0.326; number 4, C, carries 0.267; number 5, C, carries -0.612; number 6, S, carries 0.028; number 7, C, carries -0.267; number 8, H, carries 0.135; number 9, H, carries 0.229; number 10, C, carries -0.070; number 11, Br, carries 0.099; number 12, H, carries 0.233; number 13, C, carries -0.255; number 14, C, carries -0.101; number 15, C, carries -0.175; number 16, C, carries -0.291; number 17, H, carries 0.250; number 18, H, carries 0.228; number 19, N, carries -0.282; number 20, H, carries 0.255

Entry 4:
This record from OMol25 describes a molecular structure, C9H7BrNO3. The level of theory is the ωB97M-V functional and the def2-TZVPD basis.

The geometry in ORCA input format:
```
! RIJCOSX wB97M-V def2-TZVPD def2/J DEFGRID3
* xyz -1 1
H -1.6850 -1.0062 1.5632
O -1.4738 1.7083 -2.3547
N -1.2984 -2.2986 -0.3679
C -1.3843 1.4307 -1.1583
O -0.9815 1.9918 -0.1931
H 2.3808 1.1010 2.4825
O -2.1010 -3.1874 -0.0223
C 0.2104 -0.5384 0.4193
H 2.7679 0.3771 -1.7308
C -2.1763 -0.0036 -0.8050
C 0.7915 0.0044 1.6379
C 2.0292 0.6411 1.5642
C 0.8668 -0.3151 -0.7457
H 0.3516 -0.6621 -1.6189
H 0.3330 -0.1031 2.5803
C -1.1132 -1.1756 0.4894
C 2.1270 0.2117 -0.7469
C 2.7514 0.7050 0.3833
H 3.7773 1.1748 0.3626
Br -3.7902 0.4257 0.1056
H -2.3832 -0.4815 -1.8447
*
```

Its HOMO energy is -4.738 eV. The HOMO-LUMO gap is 7.773 eV. As for the total energy: -87118.868 eV.

Computed natural (NBO) charges, given in elementary charges: number 1, H, carries 0.219; number 2, O, carries -0.733; number 3, N, carries 0.082; number 4, C, carries 0.761; number 5, O, carries -0.715; number 6, H, carries 0.197; number 7, O, carries -0.378; number 8, C, carries -0.066; number 9, H, carries 0.201; number 10, C, carries -0.351; number 11, C, carries -0.176; number 12, C, carries -0.217; number 13, C, carries -0.154; number 14, H, carries 0.224; number 15, H, carries 0.200; number 16, C, carries -0.110; number 17, C, carries -0.206; number 18, C, carries -0.236; number 19, H, carries 0.206; number 20, Br, carries 0.023; number 21, H, carries 0.228

Entry 5:
This record from OMol25 describes a gas-phase ion, C9H7ClN3O2 (charge +1). The level of theory is the ωB97M-V functional and the def2-TZVPD basis.

The geometry in ORCA input format:
```
! RIJCOSX wB97M-V def2-TZVPD def2/J DEFGRID3
* xyz 1 1
C 1.2629 0.2845 0.3208
C 2.6371 0.3881 0.4702
C -1.7053 -1.7990 -0.1635
C 3.4468 -0.6798 0.1991
C -0.7408 -1.0827 -0.1418
H 1.1127 2.2335 1.0267
O -3.7780 1.2184 0.8959
H -3.4167 2.0202 -1.9972
H -4.2242 0.3173 0.5667
H 3.0384 1.2685 0.7850
H 1.2452 -2.9903 -0.6603
Cl -3.2194 -2.3492 -0.2993
H 3.5290 -2.7101 -0.6554
O -3.7309 2.3153 -1.1102
C 2.8478 -1.9063 -0.2683
C -1.7656 1.9121 -0.0174
N -3.0184 1.6521 -0.1362
N 0.5292 1.4643 0.6586
C 0.6619 -0.9112 -0.0308
H 4.4670 -0.4431 0.3715
C 1.4955 -2.0075 -0.3687
N -0.6740 1.8049 0.5546
*
```

Its HOMO energy is -12.241 eV. The structure (SMILES) is O[N+](O)=C=NNc1ccccc1C#CCl. The HOMO-LUMO gap is 7.709 eV. As for the total energy: -30518.669 eV.

Computed natural (NBO) charges, given in elementary charges: number 1, C, carries 0.127; number 2, C, carries -0.223; number 3, C, carries -0.043; number 4, C, carries -0.156; number 5, C, carries -0.104; number 6, H, carries 0.417; number 7, O, carries -0.469; number 8, H, carries 0.501; number 9, H, carries 0.506; number 10, H, carries 0.214; number 11, H, carries 0.243; number 12, Cl, carries 0.164; number 13, H, carries 0.244; number 14, O, carries -0.491; number 15, C, carries -0.175; number 16, C, carries 0.479; number 17, N, carries 0.135; number 18, N, carries -0.262; number 19, C, carries -0.113; number 20, H, carries 0.238; number 21, C, carries -0.160; number 22, N, carries -0.074

Entry 6:
This record from OMol25 describes a molecular structure, C9H7F15MnN2O13S4. The level of theory is the ωB97M-V functional and the def2-TZVPD basis.

The geometry in ORCA input format:
```
! RIJCOSX wB97M-V def2-TZVPD def2/J DEFGRID3
* xyz -2 6
F 3.5664 2.4359 -4.1480
O -1.6826 2.5330 -0.6393
H 0.1537 -2.0717 2.3417
N 0.4120 1.2384 -2.2579
N -0.1526 1.9013 1.1602
H -2.2905 -1.8539 1.5276
C -2.8396 -2.4549 -0.3804
O 4.0828 -0.9335 0.0221
O 0.5344 0.9633 -4.7730
H 0.7416 -4.4876 3.2518
F -3.5065 1.3128 0.8997
F 1.6361 -0.0194 2.8358
F -3.7626 3.2165 1.8974
S -0.3649 0.9167 -3.6527
F -2.4001 -3.0488 -1.4774
O -0.8870 -3.0624 0.7060
O -0.2977 3.1424 3.4058
Mn 0.3287 0.5099 -0.3017
H 4.6020 -0.1375 0.2039
O 1.8381 -1.1318 -0.2640
C 3.0648 1.6640 -3.1672
S 1.4606 2.4954 -2.5829
O 1.0038 3.3853 -3.5959
F 2.8897 0.4257 -3.6050
C -0.1503 -4.1654 2.7094
H -0.3079 -5.0662 2.0943
F -0.4783 -1.4463 -4.7590
O 1.8743 2.8907 2.3047
F -3.6850 -1.4614 -0.7404
F -2.5577 1.6571 2.8009
F 3.9492 1.6523 -2.1727
F 1.2313 1.0787 4.6625
C 0.0524 -2.9917 1.7662
S 0.5595 2.4086 2.5139
H 0.9943 -3.1038 1.2190
C -1.7507 -1.9153 0.5521
F -3.6677 -3.3214 0.2791
C 0.7840 0.8055 3.4349
F 0.1553 -1.5236 -2.7064
O 1.8567 3.1043 -1.3683
O 2.6844 0.8268 0.2155
F -0.3902 0.1714 3.5477
O -1.2777 4.2740 0.9979
H -1.0719 -4.0677 3.2845
O -1.1451 -0.8671 0.1176
C -2.9178 2.2080 1.6497
O -1.6349 1.5547 -3.7778
S -1.4143 2.8846 0.7184
C 2.8252 -0.4005 -0.0040
C -0.6942 -0.9385 -3.5294
F -1.9534 -1.1867 -3.2169
*
```

Its HOMO energy (spin up / spin down) is -3.710 / -3.993 eV. The HOMO-LUMO gap (spin up / spin down) is 8.437 / 8.718 eV. As for the total energy: -154471.629 eV.

Computed natural (NBO) charges, given in elementary charges: number 1, F, carries -0.327; number 2, O, carries -0.921; number 3, H, carries 0.179; number 4, N, carries -1.285; number 5, N, carries -1.283; number 6, H, carries 0.094; number 7, C, carries 0.933; number 8, O, carries -0.711; number 9, O, carries -0.948; number 10, H, carries 0.196; number 11, F, carries -0.289; number 12, F, carries -0.306; number 13, F, carries -0.323; number 14, S, carries 2.220; number 15, F, carries -0.316; number 16, O, carries -0.570; number 17, O, carries -0.942; number 18, Mn, carries 1.503; number 19, H, carries 0.486; number 20, O, carries -0.796; number 21, C, carries 0.742; number 22, S, carries 2.221; number 23, O, carries -0.914; number 24, F, carries -0.303; number 25, C, carries -0.631; number 26, H, carries 0.201; number 27, F, carries -0.329; number 28, O, carries -0.900; number 29, F, carries -0.340; number 30, F, carries -0.309; number 31, F, carries -0.306; number 32, F, carries -0.322; number 33, C, carries -0.085; number 34, S, carries 2.261; number 35, H, carries 0.197; number 36, C, carries 0.347; number 37, F, carries -0.362; number 38, C, carries 0.715; number 39, F, carries -0.291; number 40, O, carries -0.906; number 41, O, carries -0.785; number 42, F, carries -0.320; number 43, O, carries -0.900; number 44, H, carries 0.196; number 45, O, carries -0.912; number 46, C, carries 0.747; number 47, O, carries -0.903; number 48, S, carries 2.215; number 49, C, carries 0.941; number 50, C, carries 0.741; number 51, F, carries -0.298